Record 1
Entry from OMol25: C47H84MgN11O as an isolated structure (the ωB97M-V functional and the def2-TZVPD basis).

- Orbital gap (alpha / beta): 0.23724 / 0.29112 Eh
- HOMO (alpha / beta): -6.765 / -9.291 eV

```
! RIJCOSX wB97M-V def2-TZVPD def2/J DEFGRID3
* xyz 0 2
Mg -1.4003 -0.2269 -4.1317
C -0.9785 1.0480 -0.1245
C -0.0827 0.6706 -1.2725
C 1.2131 -0.0289 -0.7903
O -0.7287 0.0329 -2.3582
H -0.5423 1.7371 0.5986
H -1.1897 0.1922 0.5167
H -1.9518 1.4286 -0.4342
H 0.2816 1.5962 -1.7180
H 1.9005 -0.1803 -1.6226
H 1.0241 -0.9693 -0.2725
H 1.7616 0.6721 -0.1612
C 0.0084 -3.9118 -0.4328
C 0.9527 -5.0212 -0.9221
C 1.5030 -5.7785 0.2718
C 0.4717 -6.2892 1.1301
N -0.3625 -6.6978 1.8198
H -0.3042 -3.3608 -1.3198
H 0.4964 -3.1712 0.2008
H -0.8721 -4.2547 0.1106
H 1.7847 -4.7038 -1.5507
H 0.3875 -5.7568 -1.4943
H 2.1250 -5.1644 0.9230
H 2.1466 -6.5951 -0.0555
C -2.8814 4.9142 -2.9327
C -1.6555 4.0116 -2.8565
C -0.5354 4.5779 -1.9819
C -0.9064 4.6145 -0.5601
N -1.2255 4.5948 0.5613
H -3.5574 4.6717 -3.7526
H -2.6424 5.9527 -3.1617
H -3.4565 4.8607 -2.0083
H -1.2601 3.9861 -3.8720
H -1.9785 2.9956 -2.6295
H -0.3718 5.5794 -2.3798
H 0.4167 4.0665 -2.1239
C 3.9007 2.9126 0.7105
C 2.8130 3.5700 -0.1490
C 3.1025 5.0349 -0.4853
C 4.4854 5.2793 -0.8285
N 5.5798 5.4343 -1.0939
H 4.9122 3.1466 0.3785
H 3.6891 1.8684 0.9409
H 3.8618 3.3710 1.6987
H 1.8216 3.4655 0.2918
H 2.7449 3.0271 -1.0917
H 3.0010 5.5674 0.4603
H 2.3968 5.4016 -1.2308
C -1.0427 -2.2784 3.5787
C -0.1701 -3.5486 3.6815
C -0.7324 -4.6498 4.5891
C -1.0838 -4.1457 5.9200
N -1.3409 -3.7417 6.9509
H -0.6525 -1.6357 2.7895
H -0.9522 -1.7299 4.5162
H -2.0467 -2.6331 3.3457
H 0.7645 -3.2177 4.1345
H 0.0770 -3.9133 2.6845
H 0.0639 -5.3497 4.8425
H -1.6325 -5.1566 4.2411
C -5.1882 1.9859 -0.7831
C -4.9933 1.5997 -2.2624
C -6.1854 1.0485 -3.0423
C -7.4504 1.6634 -2.7198
N -8.4633 2.1354 -2.4912
H -4.2935 2.3425 -0.2726
H -5.4855 1.0749 -0.2637
H -5.9158 2.7679 -0.5658
H -4.2141 0.8415 -2.3394
H -4.6467 2.5166 -2.7391
H -6.2563 -0.0133 -2.8062
H -6.0461 1.2096 -4.1113
C 5.8638 1.7873 -3.0854
C 4.6977 0.7378 -3.1490
C 3.5082 1.0384 -4.0926
C 2.8702 2.3645 -3.9353
N 2.4165 3.4145 -3.8231
H 6.3122 1.9028 -4.0722
H 6.5760 1.5376 -2.2989
H 5.4905 2.7826 -2.8443
H 4.4050 0.6515 -2.1026
H 5.1164 -0.2205 -3.4563
H 2.6689 0.3486 -4.0031
H 3.8261 0.8535 -5.1187
C -3.4071 -2.0460 0.3593
C -4.1375 -3.1490 -0.4751
C -4.8686 -2.5865 -1.6799
C -3.9303 -1.8821 -2.5431
N -3.1821 -1.3649 -3.2234
H -2.7458 -2.4401 1.1309
H -4.1176 -1.3407 0.7904
H -2.7418 -1.4503 -0.2658
H -4.7695 -3.7149 0.2094
H -3.3920 -3.8170 -0.9064
H -5.5762 -1.8568 -1.2861
H -5.3520 -3.4481 -2.1404
C 2.8784 -1.6642 -6.0789
C 2.3394 -2.9497 -5.5212
C 1.6490 -2.7231 -4.1563
C 2.6878 -2.5600 -3.1167
N 3.4929 -2.4206 -2.3190
H 3.3657 -1.8493 -7.0362
H 3.6477 -1.2875 -5.4049
H 2.0262 -1.0013 -6.2284
H 3.1362 -3.6925 -5.4841
H 1.6477 -3.2361 -6.3135
H 1.1184 -3.6681 -4.0402
H 0.9865 -1.8623 -4.0661
C 0.7613 2.6588 3.2904
C 1.2529 1.2589 3.7803
C 1.6636 1.3203 5.2615
C 0.4933 1.3522 6.1669
N -0.4840 1.3453 6.8410
H -0.1483 2.8863 3.8462
H 0.5145 2.6462 2.2288
H 1.4862 3.4299 3.5512
H 2.1548 1.0591 3.2017
H 0.6291 0.4097 3.5014
H 2.3467 2.1349 5.5022
H 2.1462 0.3907 5.5634
C -2.7405 1.0804 2.8475
C -3.5594 0.8336 4.1208
C -4.6313 1.8757 4.2667
C -4.0863 3.2461 4.4510
N -3.6010 4.2967 4.6144
H -3.2739 1.0204 1.8988
H -2.0033 0.2827 2.7562
H -2.2572 2.0517 2.9534
H -2.8858 0.8217 4.9776
H -4.0050 -0.1561 4.0207
H -5.3243 1.6873 5.0867
H -5.2668 1.9230 3.3823
C 3.5043 -2.6923 1.1505
C 2.8452 -2.1019 2.4062
C 3.8393 -1.1785 3.1280
C 5.1071 -1.8210 3.5216
N 6.0934 -2.3701 3.8389
H 3.8851 -2.0231 0.3789
H 2.7723 -3.2182 0.5376
H 4.2755 -3.4171 1.4113
H 2.6642 -2.9462 3.0714
H 1.9175 -1.5777 2.1766
H 3.3836 -0.6458 3.9627
H 4.0124 -0.3946 2.3908
*
```

=====

Record 2
Entry from OMol25: a 4-piece molecular cluster, C47H86ClF9N4O10PS overall (the ωB97M-V functional and the def2-TZVPD basis).

- Orbital gap: 0.21565 Eh
- HOMO: -9.789 eV

```
! RIJCOSX wB97M-V def2-TZVPD def2/J DEFGRID3
* xyz 1 1
C -2.5156 5.1033 -2.8176
C -4.0508 5.2162 -2.7128
C -4.5356 5.3933 -1.2807
C -4.3605 4.1164 -0.4391
C -5.6456 3.6895 0.2447
C -5.5675 2.2675 0.8136
C -6.0081 1.2176 -0.2052
C -6.0730 -0.1896 0.3970
C -5.6146 -1.2879 -0.5901
C -5.1043 -2.5519 0.1420
C -3.6143 -2.7971 -0.1540
C -2.7031 -1.9633 0.7614
C -2.0364 -2.7450 1.9089
C -0.5880 -3.1482 1.6694
C 0.4291 -1.9864 1.5500
C 0.7151 -1.3747 2.9492
F 1.9632 -1.6264 3.3349
F -0.0856 -1.9644 3.8824
C 0.4838 0.1678 3.1404
F 1.2396 0.5438 4.1802
F 0.8780 0.8762 2.0754
C -0.9532 0.6116 3.4891
F -1.2392 0.2925 4.7469
F -1.8490 0.0086 2.6858
C -1.1818 2.1483 3.3275
F -2.3522 2.4226 3.8859
F -0.2532 2.8418 3.9394
F -1.2513 2.4817 2.0577
C 1.6985 -2.3869 0.7502
O 2.3429 -3.4202 1.5166
C 3.7330 -3.4685 1.5476
O 4.3685 -2.7081 2.1808
C 4.3080 -4.5879 0.7636
C 3.7434 -5.8715 0.9194
C 4.2424 -6.9626 0.2025
C 5.3088 -6.7541 -0.6852
C 5.8710 -5.4729 -0.8351
C 5.3810 -4.3813 -0.1092
P 2.6938 -0.8961 0.2285
O 3.3336 -0.1678 1.4492
O 3.9366 -1.4492 -0.5965
S 1.5804 0.2254 -0.9171
C 1.3477 -3.0388 -0.6234
C -0.1107 -3.3717 -0.7903
N -0.5979 -4.0419 0.4503
Cl 0.1789 -5.5822 0.6919
H -2.0431 5.1324 -1.8392
H -2.1078 5.9046 -3.4264
H -2.2192 4.1784 -3.3058
H -4.3687 6.0511 -3.3334
H -4.4968 4.3196 -3.1430
H -3.9878 6.2223 -0.8376
H -5.5780 5.6934 -1.3055
H -3.5865 4.2873 0.3075
H -3.9811 3.3364 -1.1033
H -6.4875 3.7591 -0.4418
H -5.8419 4.3801 1.0639
H -4.5267 2.0536 1.0624
H -6.1665 2.1656 1.7168
H -6.9783 1.4644 -0.6320
H -5.2916 1.2295 -1.0257
H -7.0874 -0.4509 0.6848
H -5.4262 -0.2464 1.2710
H -6.4595 -1.5868 -1.2052
H -4.8594 -0.8904 -1.2633
H -5.1932 -2.4288 1.2174
H -5.6574 -3.4220 -0.1965
H -3.3961 -2.5484 -1.1910
H -3.4377 -3.8783 -0.0662
H -1.9830 -1.3748 0.1976
H -3.3316 -1.2181 1.2382
H -2.1556 -2.2577 2.8624
H -2.5896 -3.6834 2.0145
H -0.2928 -3.7805 2.4991
H -0.0422 -1.2168 0.9346
H 2.9156 -6.0147 1.5975
H 3.8066 -7.9401 0.3293
H 5.6728 -7.5974 -1.2545
H 6.6821 -5.3593 -1.5380
H 5.8012 -3.3965 -0.2292
H 3.2650 0.7986 1.3411
H 3.7807 -1.2622 -1.5329
H 1.9369 -3.9448 -0.7141
H 1.6274 -2.4029 -1.4556
H -0.7432 -2.5297 -1.0481
H -0.2089 -4.1038 -1.5867
H -1.5749 -4.3071 0.2962
C 6.7227 -11.2519 -1.5440
O 6.4477 -10.2683 -2.5255
C 7.5079 -10.0600 -3.4549
C 7.1423 -10.5645 -4.8340
N 7.0762 -12.0184 -4.8671
C 6.5098 -12.5792 -6.0916
C 5.0638 -12.2444 -6.4401
O 4.1043 -12.8057 -5.5638
C 3.8397 -12.0652 -4.3899
H 5.9304 -11.1996 -0.7987
H 6.7303 -12.2618 -1.9660
H 7.6803 -11.0642 -1.0509
H 8.4348 -10.5194 -3.1017
H 7.6728 -8.9800 -3.5165
H 7.9021 -10.2279 -5.5453
H 6.1882 -10.0956 -5.1131
H 6.5294 -12.3423 -4.0806
H 6.5850 -13.6658 -6.0103
H 7.1458 -12.2821 -6.9314
H 4.8588 -12.6858 -7.4185
H 4.8962 -11.1655 -6.5472
H 3.9319 -10.9887 -4.5593
H 4.4972 -12.3615 -3.5672
H 2.8154 -12.2853 -4.0875
C 4.3951 7.0428 2.4461
O 3.8817 6.9548 1.1303
C 4.8433 7.1783 0.1058
C 5.1269 5.9059 -0.6625
N 5.8527 4.9430 0.1568
C 5.9574 3.6070 -0.4179
C 4.6724 2.8276 -0.6727
O 3.9843 2.4330 0.5046
C 3.1201 3.4168 1.0614
H 3.5465 7.0284 3.1279
H 5.0501 6.1989 2.6908
H 4.9468 7.9746 2.5955
H 5.7638 7.6034 0.5147
H 4.4151 7.9099 -0.5846
H 5.7279 6.1472 -1.5437
H 4.1610 5.5140 -1.0103
H 5.4028 4.8744 1.0598
H 6.5750 3.0129 0.2604
H 6.5065 3.6788 -1.3618
H 4.9528 1.8963 -1.1730
H 3.9877 3.3472 -1.3516
H 2.6802 4.0526 0.2913
H 3.6378 4.0351 1.7972
H 2.3106 2.8990 1.5830
C -8.2205 8.8207 4.8480
O -8.4563 9.6360 3.7176
C -7.5911 10.7599 3.6092
C -6.6400 10.6097 2.4417
N -5.6552 9.5641 2.6898
C -4.8529 9.1930 1.5286
C -5.5631 8.6026 0.3152
O -6.1161 7.3165 0.5283
C -7.4062 7.2992 1.1145
H -9.0418 8.1090 4.9126
H -7.2828 8.2596 4.7634
H -8.1981 9.4127 5.7673
H -7.0440 10.9271 4.5413
H -8.2217 11.6349 3.4301
H -6.1184 11.5581 2.2843
H -7.2477 10.4069 1.5496
H -6.1304 8.7397 3.0321
H -4.1183 8.4579 1.8682
H -4.2896 10.0738 1.2042
H -4.8081 8.4703 -0.4655
H -6.3196 9.2778 -0.1012
H -8.0030 8.1628 0.8127
H -7.3536 7.2555 2.2058
H -7.9073 6.3916 0.7743
*
```

=====

The calculation returns the following calculated total energy values, one per record and in order: -2718.7621; -4912.0662 hartree.